[1]
Here is a molecular structure, C33H37Cl3MgN4O6PSbSe4 from the Open Molecules 2025 dataset. Energies are from the ωB97M-V functional and the def2-TZVPD basis.

- HOMO: -1.422 eV

ORCA input file:
```
! wB97M-V def2-TZVPD RIJCOSX def2/J DEFGRID3
* xyz -2 1
H 4.39 -1.81 5.11
C 1.30 4.21 0.82
H -4.09 2.96 2.07
C -3.91 -0.43 2.13
Se 0.00 3.69 -3.60
C 3.58 3.83 1.53
C -0.14 2.54 3.88
C 3.00 -3.55 -0.28
C 0.67 1.79 4.92
C 1.85 2.64 5.38
H 0.41 0.86 6.86
H 2.50 -3.96 4.11
H 0.05 -5.80 0.74
H 2.60 2.77 -0.07
H 3.11 -1.24 1.59
C 2.15 -5.70 0.35
C -0.76 -3.29 0.16
H -1.42 4.72 -1.20
N -0.41 2.55 0.45
Cl 0.02 -5.33 -3.39
C -0.20 1.38 6.11
H 2.61 -3.63 2.38
C 3.22 -4.90 -0.03
C -1.61 -3.28 -3.57
H -1.13 -3.41 -0.87
H 0.24 5.71 1.94
Cl -0.26 -3.72 -5.81
H -0.94 5.72 0.22
Se -0.13 0.13 -5.54
C -1.60 2.80 0.81
H 2.47 2.08 6.08
C -4.42 0.84 2.35
Mg 0.00 0.38 0.13
C 3.45 4.81 2.51
Se -2.00 0.48 -1.96
C 3.02 -3.37 3.35
C -2.03 -1.79 1.13
C 1.73 -3.01 -0.17
H 1.58 -1.96 -0.40
C 0.16 3.79 -0.08
H 4.59 -1.26 2.57
H -5.39 0.96 2.84
O 1.27 0.61 4.37
P 0.54 -0.39 3.33
H 0.54 3.61 -1.09
C -2.49 1.75 1.33
H 2.78 -2.13 5.78
C -0.27 -3.66 -4.04
C -2.68 -0.53 1.51
H 3.38 0.02 2.79
O 0.82 0.09 1.93
Sb -0.15 1.26 -3.39
N -0.95 -1.86 0.46
H -0.64 2.27 6.57
O -0.87 -0.65 3.72
H 3.81 -2.91 -0.59
C 2.52 3.53 0.69
C 3.33 -1.56 5.03
H -1.22 -4.26 2.07
H -1.02 1.96 3.59
C -1.06 4.71 -0.17
H 4.28 5.04 3.17
H 2.31 -6.75 0.55
O -2.07 4.04 0.65
H -0.98 0.71 5.77
H -4.44 -1.32 2.42
C 1.18 5.18 1.81
O 1.39 -1.72 3.59
H 3.20 -0.50 5.25
H 2.46 2.93 4.52
Cl 0.93 -2.55 -3.42
N -2.65 -3.05 -3.16
H 1.50 3.55 5.87
C 0.65 -3.81 0.19
H 4.51 3.29 1.42
O -2.67 -2.94 1.46
H 4.08 -3.63 3.37
H -0.49 3.49 4.30
C -1.72 -3.97 1.14
C 0.88 -5.16 0.46
C -3.71 1.96 1.94
Se 1.72 0.45 -1.80
N -1.99 0.53 1.13
H -2.28 -4.81 0.73
H 2.13 6.25 3.41
C 2.82 -1.89 3.63
H 0.45 2.74 2.99
H 4.21 -5.32 -0.13
C 3.52 -1.04 2.58
C 2.25 5.49 2.64
*
```

***

[2]
Here is a molecular structure, C33H37ClF4N6O3RuS2 from the Open Molecules 2025 dataset. Energies are from the ωB97M-V functional and the def2-TZVPD basis.

- HOMO (alpha / beta): -11.095 / -11.095 eV

ORCA input file:
```
! wB97M-V def2-TZVPD RIJCOSX def2/J DEFGRID3
* xyz 1 2
H 3.54 2.58 1.70
H 0.40 2.10 2.40
C 1.76 1.62 -0.12
H 3.56 6.71 -0.75
C -2.74 0.93 2.43
O 5.15 4.57 -0.38
H -0.80 2.03 3.71
H 2.10 6.64 -2.77
C -3.34 -5.27 1.88
C -0.41 1.51 2.83
N 0.45 -0.55 1.94
C -1.44 6.18 -0.24
H 4.88 6.15 1.62
H 1.63 4.69 2.52
H 2.34 1.23 0.70
H 4.18 2.53 -0.56
S -3.13 -2.45 1.97
N 1.22 2.77 -1.90
C 1.05 -2.71 2.97
N -2.04 -1.76 0.87
C 3.71 4.60 -0.34
C 3.81 6.02 1.75
C 1.79 4.66 1.43
H -0.52 4.86 -1.65
O -4.45 -2.03 1.64
C 0.81 6.45 -1.11
C -1.48 -2.67 0.10
H -0.81 3.04 0.68
H -2.07 3.39 1.88
N -1.46 1.36 1.80
H 3.77 3.71 3.02
H -0.65 1.86 -2.15
H -3.45 0.66 1.66
H 5.48 5.47 -0.35
C 0.26 1.95 -1.58
S -0.29 -2.09 -0.96
H 1.84 8.20 -0.41
H 0.99 0.20 3.84
H 0.00 8.96 1.04
H -0.73 -5.20 -1.04
C -2.90 -6.45 1.27
C 0.93 7.62 -0.36
H 5.03 3.53 1.79
C -1.45 -5.22 -0.24
H -4.06 -5.29 2.68
F 1.60 -4.77 3.92
H 3.29 6.89 1.33
C 2.24 -1.94 1.07
C 3.29 4.70 1.17
H 1.26 5.51 1.01
H -2.38 5.64 -0.20
C -1.72 2.66 1.15
C 3.32 5.78 -1.27
C 3.47 3.22 -1.01
C 1.95 5.93 -1.95
C 1.22 -1.72 2.01
C -0.10 8.06 0.46
C -1.88 -4.06 0.37
C -1.98 -6.42 0.23
H -3.29 -7.40 1.61
C 0.10 0.13 3.20
H -2.57 0.07 3.07
C 3.95 3.56 1.95
Cl -2.56 7.85 1.57
Ru -0.69 -0.17 0.48
C -0.40 5.76 -1.05
H 3.62 6.03 2.83
H -1.66 -7.35 -0.22
N 0.54 1.21 -0.46
H 1.65 4.99 -2.42
C -2.80 -4.09 1.40
O -2.63 -2.24 3.29
F 0.12 -2.58 3.92
H -2.49 2.53 0.38
F 3.95 -3.23 0.15
H 3.41 -4.97 2.04
F 2.50 -1.01 0.14
C -1.27 7.32 0.53
C 3.00 -3.09 1.08
H 3.73 3.30 -2.07
H -3.15 1.75 3.03
C 1.83 -3.86 2.97
H 1.32 3.75 1.06
H 4.04 5.71 -2.09
H -0.65 -0.44 3.74
N 2.17 2.56 -0.96
C 2.81 -4.07 2.03
*
```

***

[3]
Here is a molecular structure, C33H37CoF3N3O4 from the Open Molecules 2025 dataset. Energies are from the ωB97M-V functional and the def2-TZVPD basis.

- HOMO (alpha / beta): -5.416 / -5.583 eV

ORCA input file:
```
! wB97M-V def2-TZVPD RIJCOSX def2/J DEFGRID3
* xyz -1 4
H 1.14 -4.85 -2.14
H 0.16 0.83 -2.57
C -3.08 3.12 -0.77
H -3.91 2.91 -1.44
C -1.84 1.64 -2.28
H 0.34 2.29 2.98
C 1.04 5.19 1.17
C -0.07 -2.57 3.19
F 3.89 1.12 4.53
H -1.14 -0.09 -3.33
C -0.73 -2.85 0.09
C -1.63 2.62 -3.45
H 1.51 3.55 3.42
C -3.26 4.01 0.26
C 3.84 -1.29 -1.00
C -1.59 -3.00 1.20
H -2.39 3.39 -3.46
H -0.65 3.10 -3.33
C 4.45 -0.11 -1.41
C 2.84 0.17 2.58
C -0.95 3.67 0.93
N 0.36 -1.96 0.13
H -0.04 -2.14 4.20
H -1.98 -3.59 -3.83
H 0.46 6.08 0.90
C -1.87 2.47 -0.99
H -0.39 4.70 2.66
H -0.70 -2.54 -4.42
C -2.69 -3.84 1.10
C -0.86 0.47 -2.43
C -2.18 -4.35 -1.16
H -0.89 -0.21 -1.58
C -0.79 2.70 -0.11
H -2.30 5.02 1.88
H -0.93 -0.26 1.78
H 4.36 -2.24 -0.98
H 0.76 -2.16 2.63
O 1.59 3.23 -1.64
H 5.49 -0.12 -1.70
N 0.36 1.89 -0.20
C 2.51 -1.23 -0.62
C -1.07 -3.51 -1.12
C -1.41 -2.27 2.52
H -1.85 -1.94 -3.21
H -1.74 -0.28 3.34
H -2.19 -2.66 3.18
H -3.85 -5.19 -0.11
H -2.85 1.21 -2.38
O 2.04 -3.53 -0.18
C -2.98 -4.54 -0.06
H 1.85 5.49 1.84
C -1.71 -0.77 2.37
C 1.61 -2.38 -0.19
C -1.27 -2.81 -3.54
H -3.34 -3.96 1.96
H 0.41 -2.50 -2.28
C 2.42 1.07 -1.02
H 0.92 -4.38 -3.84
H 0.08 -3.65 3.27
O 1.62 0.04 2.28
F 1.94 0.23 4.84
H -4.22 4.50 0.41
C -0.33 -3.29 -2.43
H 1.47 4.78 0.26
H -1.64 2.09 -4.40
H 4.19 2.02 -1.74
C 1.42 2.21 -0.97
H -2.65 -0.61 1.85
H -0.30 -5.38 -3.02
C 0.41 -4.56 -2.89
F 3.66 -1.03 4.51
C 3.74 1.09 -1.43
C 0.14 4.16 1.87
Co 0.41 0.04 0.64
C 3.08 0.12 4.13
H -2.41 -4.87 -2.08
O 3.84 0.31 1.89
C -2.19 4.29 1.09
H 1.71 2.65 1.92
N 1.87 -0.08 -0.65
C 0.97 3.09 2.58
*
```

***

The following ΔE to the lowest compared entry with this formula, charge and spin values (in kcal/mol) correspond, in order, to the records above: 0.0 0.0 4.7.
The following electronic energy values (in eV) correspond, in order, to the records above: -373303.174 -97543.752 -93267.261.